Record 1
The following is a DFT calculation (the ωB97M-V functional and the def2-TZVPD basis) of 13 unconnected molecules or ions with the total composition C35H79Cl8N9O9 in a non-equilibrium geometry.

XYZ file:
```
140
C35H79Cl8N9O9 the ωB97M-V functional and the def2-TZVPD basis
H -1.970 -3.158 -2.937
C 3.194 0.510 2.374
H -6.081 1.656 3.012
H -1.836 1.082 -4.676
H -3.433 -1.344 -2.020
H -0.510 -7.754 1.702
Cl 3.660 6.580 1.089
H 0.988 -3.684 3.309
C 3.628 -1.515 -5.540
C 2.006 -3.991 3.290
H -2.801 -4.697 -3.452
H 0.162 2.893 3.106
Cl -6.908 -0.372 2.331
H 2.008 -5.060 3.137
C -2.739 5.842 -1.183
C -4.089 4.105 -0.089
H 0.600 0.244 4.160
C -0.792 2.809 3.569
C 2.460 4.043 3.427
C -1.838 3.855 3.200
C 0.135 -4.796 -3.181
N -0.942 -4.915 -2.406
H 4.753 0.565 -0.247
H -0.950 -5.436 -1.522
H -3.287 -3.403 2.180
Cl -1.136 5.468 3.336
Cl 1.473 -0.065 6.333
H 5.464 1.617 -1.358
C 4.652 0.865 -1.324
H -2.809 -4.256 -1.759
H 0.763 6.263 -0.033
N -3.183 4.522 -1.020
C -2.873 1.472 -2.970
H -2.068 -3.429 0.750
H -5.665 4.651 1.256
H 2.791 1.775 -0.885
H 3.444 1.760 4.058
O -2.469 2.635 -2.930
C -2.212 -3.499 1.827
C -1.055 -7.128 2.378
H 2.604 3.832 4.493
H -4.226 -0.066 1.273
C 4.400 -4.605 2.021
H 0.492 1.599 -0.266
H -1.253 1.416 -0.511
H 2.072 0.427 -6.538
C 1.217 -5.842 -2.858
H -3.994 1.537 -1.311
C 1.569 -0.454 -4.657
H 0.332 -0.287 -1.812
H -4.828 6.000 0.395
H 0.970 -6.440 -1.960
H -6.294 1.580 1.239
O 0.957 -0.126 -3.646
C 0.971 -2.468 -0.938
H -1.627 -2.672 2.288
H -2.065 -7.636 2.402
H 4.935 -0.034 -1.924
H -1.497 -0.619 5.315
C 2.904 5.988 -0.385
C -4.735 5.058 0.863
C 1.547 6.578 -0.746
H 0.462 0.719 -5.790
H -4.894 -0.546 -1.275
H 1.527 7.726 -0.735
H 2.074 -2.406 -0.767
N -1.741 -4.825 2.359
C -4.390 0.802 1.908
H 2.107 3.709 -2.662
O 3.624 1.428 -3.920
H -2.156 3.643 2.194
H 2.489 -3.763 4.266
O 0.287 -1.482 1.131
C 3.028 1.753 -2.930
C 0.343 -1.391 -0.081
C 0.667 -0.613 4.810
H 3.274 4.620 3.112
H -3.376 0.232 -4.663
H -0.913 -1.587 3.909
C -2.199 -4.212 -2.677
H 1.456 2.635 -3.949
O 0.164 -3.991 -4.121
H -1.282 1.841 3.394
C 1.896 2.740 -2.970
H 4.236 -0.591 -5.687
H 4.742 -4.493 3.033
C 2.517 2.797 2.583
Cl -0.882 -2.693 5.973
H 0.855 -0.833 -6.580
N 0.007 -0.299 -0.815
C 3.679 -3.345 1.642
H 3.729 -5.408 1.958
N 3.083 1.712 3.117
C -4.142 -0.501 -2.119
O 2.002 2.807 1.475
H -0.440 0.681 0.872
C -0.720 -1.238 4.899
O -0.956 -5.683 0.438
Cl -3.489 0.227 3.388
O -4.519 2.929 -0.056
H 1.329 -1.343 4.406
H -3.835 1.692 1.601
N 2.454 -3.206 2.190
H -2.073 6.049 -0.312
H -2.603 3.759 3.939
H 0.714 -2.386 -2.000
H -3.531 6.546 -1.221
Cl 1.196 6.032 -2.358
H 4.209 -2.436 -5.250
H -2.182 5.933 -2.129
H 1.495 4.478 3.293
H -2.905 3.794 -1.688
H 3.013 -1.343 -3.602
N -3.676 0.871 -2.078
H 2.245 -5.451 -2.684
H 4.254 0.372 2.048
N 2.612 -1.305 -4.510
C -5.927 1.095 2.114
H 3.586 6.067 -1.206
H -3.993 5.267 1.656
H 2.488 0.722 1.616
H 1.281 -6.640 -3.676
H 2.765 4.930 -0.338
H 0.687 -3.449 -0.552
H 0.993 2.382 -2.458
H -4.563 -0.658 -3.104
N 3.387 1.455 -1.669
C -0.310 0.913 -0.119
C -2.492 0.527 -4.091
C -1.270 -5.879 1.625
H -0.725 -7.110 3.454
H 5.290 -4.860 1.364
H -1.845 -4.929 3.389
H 3.153 -1.665 -6.495
Cl -0.552 3.103 5.399
H 1.797 -2.559 1.786
H 2.991 -0.466 2.838
H -2.035 -0.355 -3.737
O 4.198 -2.528 0.878
C 1.248 0.005 -6.014
```

Properties
* orbital gap: 9.493 eV
* HOMO: -9.1299 eV
* largest force on an atom: 0.070 Eh/bohr
* multiplicity: 1

***

Record 2
The following is a DFT calculation (the ωB97M-V functional and the def2-TZVPD basis) of 7 unconnected molecules or ions with the total composition C35H79N9O11 in a non-equilibrium geometry.

XYZ file:
```
134
C35H79N9O11 the ωB97M-V functional and the def2-TZVPD basis
H 5.184 -1.422 -6.643
H -7.731 1.785 7.092
H -8.207 -0.382 -0.407
C 1.803 -2.102 6.884
O -8.242 -1.114 1.527
C 0.836 -0.254 -1.869
H -6.159 1.213 1.629
H -7.614 0.186 7.036
H -7.619 -2.022 -0.144
N -0.223 -2.318 -2.617
H -9.682 -0.091 9.522
H 1.354 -2.413 8.954
C 9.385 2.260 -8.447
H -3.286 1.008 2.806
H 10.162 3.014 -8.389
H -2.276 4.453 -2.061
H 0.260 -0.161 -0.948
H 0.351 0.497 2.545
C 7.385 -2.737 -6.117
C 9.952 1.003 -7.860
H -10.848 -1.630 5.708
H -0.657 3.708 -3.787
H -0.007 -0.561 4.871
H -9.201 -2.068 6.243
H -0.159 -2.656 6.884
H 0.278 0.269 -2.647
N -5.363 -1.268 1.314
H -2.619 -1.868 1.856
H -0.578 7.360 -1.455
O 1.804 -1.655 -4.575
C 8.630 -0.953 -7.206
H 7.350 0.302 -5.364
H 0.454 6.142 -2.207
C -10.023 0.721 6.152
N 9.140 0.365 -6.800
O -0.956 5.466 -0.833
H -3.385 0.768 4.554
C 2.962 -2.119 5.890
H 2.708 0.216 -4.407
H 2.065 -0.226 -5.994
C 6.017 -1.138 -7.277
O -9.373 -0.214 5.314
O 2.242 -4.088 8.314
C 1.886 -0.282 -4.921
O 5.839 2.497 -6.818
C 2.157 -2.678 8.262
O 11.006 0.560 -8.204
H 3.080 -2.228 8.653
H -6.695 1.545 -0.023
H -7.992 0.625 2.641
H 0.550 2.478 -3.408
C -0.552 3.164 -1.684
H 9.149 2.111 -9.494
H 8.843 1.901 -4.762
O -0.703 -1.056 1.854
H -2.107 3.887 -0.401
C -0.563 6.351 -1.865
C -9.783 -1.560 5.471
H 0.915 3.896 -0.509
H -1.251 6.307 -2.714
C -7.610 -1.009 0.268
C 7.299 -1.305 -6.452
H 9.514 0.739 -3.561
N -1.006 -0.631 4.709
C 0.086 3.397 -3.050
H -5.368 -2.256 1.077
N 0.509 2.981 -0.687
C -9.862 -0.348 8.479
C 8.490 -1.037 -8.657
H 3.890 -1.782 6.356
H 6.028 -1.846 -8.097
O 10.820 -0.581 -5.474
H 1.529 -1.055 7.047
C -1.546 4.256 -1.264
H -5.721 -0.738 -0.663
H -1.624 -2.176 0.430
H -9.133 0.753 1.268
H -9.285 -1.247 8.268
H 4.313 -3.994 8.126
H -1.129 1.366 4.150
H -0.430 -1.982 -3.554
H -11.104 0.529 6.166
C -9.459 0.814 7.577
H -0.105 -3.320 -2.732
N 8.269 -0.842 -9.773
O 4.666 0.931 -5.745
C 3.467 -4.639 7.871
H 10.552 1.857 -4.413
H 0.869 4.154 -3.011
H -1.110 -1.540 4.267
H 3.596 -5.598 8.373
C 1.055 -1.723 -2.207
C -1.892 -1.425 1.174
N -8.000 0.943 7.593
N 0.649 -2.771 6.279
H 0.088 2.718 0.199
H -9.565 -0.153 2.733
C -8.750 0.099 2.058
C 9.960 0.239 -5.583
H -4.985 1.283 0.329
H 3.128 -3.113 5.476
C 5.752 0.274 -7.777
C 2.162 -1.962 -3.241
H -9.600 -2.069 4.524
C -6.152 -0.533 0.321
H -5.863 -1.223 2.198
H 0.833 -3.770 6.289
H 3.459 -4.821 6.794
C 5.360 1.227 -6.675
H 2.400 -3.029 -3.246
N 7.441 -3.854 -5.840
H 3.081 -1.428 -2.964
H -1.119 2.230 -1.745
H -9.876 1.691 5.669
H 4.893 0.227 -8.441
H -3.336 -0.620 3.481
H 0.946 0.236 -4.710
C 9.661 1.241 -4.507
C -0.703 0.247 2.396
H 6.697 2.421 -7.248
O 7.253 -0.645 -5.224
H -9.876 1.726 8.016
C -5.997 0.963 0.581
C -1.421 0.391 3.746
H 6.553 0.675 -8.386
C -2.943 0.383 3.634
H 8.518 2.611 -7.909
H 1.372 -2.225 -1.287
H 9.364 -1.714 -6.940
H 2.747 -1.457 5.052
H 1.783 0.267 -1.722
H -10.922 -0.587 8.369
H -1.104 0.962 1.662
H -2.348 -0.574 0.661
```

Properties
* relative energy (zero: lowest compared OMol25 entry of this formula, charge and spin): 196.8 kcal per mole
* orbital gap: 8.440 eV
* HOMO: -8.6808 eV
* largest force on an atom: 0.029 Eh/bohr
* structure (SMILES): CC(=O)N(C(C)=O)[C@H](C#N)[C@](O)(C#N)CCC(=O)O.COC[C@@H](C)N.COC[C@@H](C)N.COC[C@@H](C)N.COC[C@@H](C)N.COC[C@@H](C)N.COC[C@@H](C)N
* multiplicity: 1

***

Record 3
The following is a DFT calculation (the ωB97M-V functional and the def2-TZVPD basis) of 7 unconnected molecules or ions with the total composition C35H80F4N7O9S4 in a non-equilibrium geometry.

XYZ file:
```
139
C35H80F4N7O9S4 the ωB97M-V functional and the def2-TZVPD basis
H -0.786 8.862 -4.160
H -0.777 -5.610 -4.202
H 0.526 6.556 -0.410
H 5.995 -1.040 0.935
N 0.024 -6.721 -1.746
S -1.775 -6.339 4.199
H -3.550 -4.232 -0.719
N -3.714 5.076 3.476
H -3.949 6.360 5.198
H -2.534 -4.534 0.743
C -1.906 3.288 3.712
C -4.512 6.109 4.304
H -6.425 5.399 2.487
H 4.304 -2.311 -4.280
H 1.100 5.443 -3.610
C 0.336 -5.209 -1.802
H -0.827 7.420 -2.346
H 2.067 -7.077 -1.659
H 0.991 -4.925 -0.990
H 2.894 5.770 -0.300
H -4.614 3.203 3.583
H -2.369 5.071 1.866
C 2.455 7.819 -1.847
H 1.221 4.502 1.182
H -4.722 3.799 1.958
H 2.447 8.025 -0.783
S 0.116 -5.357 2.878
C -5.879 5.514 4.558
C -6.141 4.717 3.292
O -2.970 -5.949 3.507
H 5.629 1.130 -2.257
C -2.672 4.450 4.332
H 5.923 -2.473 -0.776
O 1.017 1.086 0.187
H 2.601 4.605 -1.596
C -4.325 -0.451 0.059
H 0.934 9.386 -3.800
F -2.197 -6.227 5.703
F -0.442 -3.022 0.034
H -3.257 4.005 5.141
C 6.008 0.111 -2.231
H 3.827 -0.592 2.189
H -1.075 -6.539 -0.104
O 0.842 -2.162 -1.648
H 3.624 -1.095 -0.154
H 5.966 0.717 0.377
H -4.165 -0.076 1.069
N -0.602 -5.219 4.257
H -1.981 5.192 4.724
H -1.624 2.114 5.489
C -1.007 2.645 4.757
C 0.966 6.001 -1.239
H -1.781 -8.995 -1.795
H 2.514 8.757 -2.395
C 0.101 7.988 -2.419
C 4.561 0.174 1.915
H 0.174 5.365 -1.640
C 1.468 6.467 -3.684
H 0.928 3.481 -0.290
S -0.153 0.430 0.679
H 4.665 -4.107 -2.551
H -0.334 1.918 4.308
H 3.320 7.234 -2.145
H -3.588 -1.961 -1.118
H 0.154 8.695 -1.594
H 5.190 0.325 2.788
C 2.131 5.160 -0.784
H -1.180 3.617 2.961
H 0.655 -6.267 -5.020
N -3.409 -1.588 -0.184
C 4.420 -0.412 -0.452
O 1.508 -1.826 0.609
H 6.263 -2.166 -2.503
C 4.339 -3.113 -2.248
H -2.616 2.594 3.267
H 6.845 0.077 -1.537
C 1.625 4.125 0.238
C 1.206 -7.339 -1.048
C 1.006 -5.044 -3.159
H 2.523 6.347 -3.914
O -3.799 -2.400 1.952
H 2.894 -0.639 -2.282
H 3.893 1.018 1.713
H -2.111 -6.557 -1.590
N 1.261 7.033 -2.291
C -1.292 -7.035 -1.055
H 3.906 0.531 -0.660
C -3.481 -4.135 0.365
C 0.050 -7.237 -3.182
H 2.465 3.553 0.636
H -0.912 -7.702 -3.369
H -4.336 -4.619 0.840
C 0.632 7.340 -4.610
N 4.961 -0.829 -1.789
O -0.235 0.262 2.084
H 0.823 -4.044 -3.549
H -6.930 3.975 3.375
H -3.873 5.959 1.520
F -1.338 1.523 0.484
C -4.783 4.110 3.000
H -3.489 -8.186 -0.091
C 5.402 -0.161 0.684
H -2.633 6.635 2.634
H -2.392 -1.252 -0.167
S 0.448 -1.792 -0.324
H 6.383 -0.166 -3.214
H 0.868 -7.942 -3.286
N -0.783 -0.694 -0.219
H 3.895 -0.112 -3.556
H 2.063 -5.305 -3.121
O 0.881 -6.542 2.658
H -0.404 3.332 5.355
H -5.913 4.941 5.485
C 3.838 -0.871 -2.777
C 5.484 -2.283 -1.748
H -2.327 -8.600 1.160
C -1.508 -8.518 -0.846
H -0.268 6.788 -4.876
F 1.276 -4.305 3.151
O -0.609 -4.861 1.746
H 3.567 -3.259 -1.484
H -2.971 -9.845 0.159
H -0.618 -4.695 -1.766
H 1.298 -6.931 -0.045
H -5.348 -0.804 0.019
C 0.236 -5.998 -4.055
H 2.670 -2.438 -3.644
H 1.187 7.545 -5.522
C -2.623 -8.815 0.140
C -3.129 5.734 2.274
H 1.088 -8.411 -1.099
C 3.706 -2.290 -3.365
C 0.205 8.583 -3.820
O -1.387 -7.691 4.020
H -6.639 6.289 4.650
H -4.010 0.372 -0.575
C -3.600 -2.722 0.853
H -0.601 -9.006 -0.501
H -4.588 7.013 3.702
```

Properties
* orbital gap: 7.149 eV
* total charge: +3
* HOMO: -13.1819 eV
* largest force on an atom: 0.087 Eh/bohr
* multiplicity: 1